This record from the OMol25 dataset describes a molecular structure, C20H23Br36F3O4S in a non-equilibrium geometry. The level of theory is the ωB97M-V functional and the def2-TZVPD basis.

The HOMO energy comes out at -8.52 eV. For the calculated total energy, the calculation gives -2569803.9679 eV. The calculation puts the LUMO energy at -0.0209 Eh. The HOMO-LUMO gap comes out at 7.95 eV.

Last column: Löwdin charge in e.
Cartesian coordinates (Å):
Br1 4.569 5.131 -7.158  0.538
Br2 4.053 -2.094 -7.211  0.511
Br3 -3.763 3.074 3.075  0.581
Br4 -5.892 -2.991 9.689  0.571
Br5 -9.812 6.943 1.989  0.564
Br6 -6.828 6.610 3.142  0.576
Br7 6.994 1.336 -11.026  0.570
Br8 1.990 -4.559 -7.172  0.565
Br9 1.579 6.309 -7.064  0.560
Br10 -9.146 2.696 -1.106  0.548
Br11 2.678 4.925 -9.750  0.553
Br12 6.547 3.434 -0.788  0.553
Br13 -6.989 -2.743 6.676  0.562
Br14 4.962 1.371 -8.534  0.498
Br15 3.261 2.520 -3.520  0.538
Br16 4.704 -0.909 -10.789  0.558
Br17 1.637 2.671 4.105  0.562
Br18 -7.337 8.316 0.465  0.541
Br19 -6.466 1.667 2.052  0.553
Br20 1.543 -1.402 1.208  0.593
Br21 -7.065 5.144 -1.210  0.533
Br22 1.796 1.415 -6.157  0.574
Br23 10.726 -0.969 -5.277  0.566
Br24 -6.127 2.200 -2.094  0.546
Br25 5.031 -5.022 -8.108  0.556
Br26 7.813 1.963 -3.352  0.537
Br27 -4.205 -4.242 7.257  0.663
Br28 -5.919 1.996 5.203  0.580
Br29 3.446 0.116 -0.904  0.592
Br30 7.894 -2.248 -6.098  0.550
Br31 4.580 -0.671 2.002  0.599
Br32 0.079 2.050 -3.512  0.576
Br33 8.289 0.758 -0.409  0.557
Br34 0.637 0.498 1.942  0.557
Br35 0.787 3.621 1.152  0.559
Br36 8.548 0.806 -6.844  0.542
S1 -0.393 -1.715 2.300  0.558
F1 -0.932 -6.835 5.190  0.039
F2 1.103 -5.892 5.739  0.065
F3 -0.928 -4.926 6.509  0.023
O1 -0.881 -2.899 1.456  -0.411
O2 -0.468 -5.688 2.909  -0.046
O3 -1.730 -0.699 2.666  -0.392
O4 0.182 -2.228 3.804  -0.355
C1 3.544 -3.777 -8.032  -1.606
C2 7.080 1.738 -1.569  -1.618
C3 -5.643 2.750 3.436  -1.588
C4 2.750 4.952 -7.810  -1.622
C5 -2.889 -1.497 3.062  -0.218
C6 -0.247 -5.561 5.395  -0.282
C7 -7.603 3.457 -2.005  -1.604
C8 5.908 0.268 -9.822  -1.607
C9 -3.673 -0.855 4.322  -0.183
C10 -8.061 7.759 2.178  -1.597
C11 1.789 1.462 -4.217  -1.592
C12 -0.422 -4.731 4.026  -0.178
C13 9.278 -0.972 -6.569  -1.597
C14 3.367 -1.153 0.564  -1.440
C15 -5.973 -3.817 7.935  -1.579
C16 0.484 2.340 2.579  -1.507
C17 -3.234 -1.438 5.759  -0.228
C18 0.692 -3.591 3.772  -0.155
C19 -0.459 -0.835 6.548  0.055
C20 -1.685 -1.122 6.125  -0.087
H1 2.380 3.987 -7.464  -0.093
H2 -3.600 0.287 4.217  0.061
H3 -4.798 -1.129 4.187  0.115
H4 -1.489 -4.260 4.066  0.160
H5 1.474 -3.665 4.635  0.159
H6 -7.905 3.669 -3.031  -0.027
H7 -0.024 -5.303 2.117  0.099
H8 6.590 -0.368 -9.256  -0.047
H9 3.702 -2.115 0.174  -0.015
H10 6.176 1.136 -1.669  -0.084
H11 -3.631 -1.512 2.161  0.146
H12 -8.191 8.660 2.777  -0.026
H13 9.701 -1.293 -7.521  -0.025
H14 -0.544 2.481 2.920  -0.055
H15 -6.505 -4.761 8.052  -0.026
H16 0.694 -0.735 6.481  0.060
H17 -3.432 -2.585 5.830  -0.023
H18 3.261 -3.556 -9.062  -0.037
H19 1.313 -3.777 2.801  0.124
H20 -2.648 -2.593 3.317  0.111
H21 1.940 0.438 -3.872  -0.037
H22 -3.877 -0.937 6.595  0.117
H23 -6.142 3.719 3.421  -0.085